(1)
ORCA calculation (ωB97M-V/def2-TZVPD) on 3 unconnected molecules or ions with the total composition C5H14N in a non-equilibrium geometry.

The energy above the lowest of the compared OMol25 structures with the same formula, charge and spin is 207.3 kcal/mol. The value obtained for the orbital gap is 6.576 eV. The max |F| comes out at 4.99 eV Å⁻¹. As for the molar mass: 88.2 g mol⁻¹. The value obtained for the total energy is -6886.8722 eV. Its total charge is +1.

XYZ file:
```
20
Properties=species:S:1:pos:R:3:forces:R:3
C -1.9842 1.9174 -0.2308 0.2 -0.2 -1.2
C -0.9428 0.7031 0.2001 -3.2 0.3 3.8
C -0.2063 0.4761 1.7407 1.3 -0.4 -4.3
C 0.6074 -0.8439 1.5778 2.1 0.7 0.9
C 1.3860 -1.3049 0.3186 -0.1 3.7 -2.9
N -1.7697 -0.4159 0.1778 1.5 1.7 -2.1
H -3.0140 1.5907 -0.0135 0.4 0.3 0.8
H -2.0505 1.8993 -1.3161 0.5 0.0 -0.4
H -1.8992 3.0131 -0.0152 0.7 -1.3 0.6
H -0.3740 0.2108 -0.6500 0.9 -0.3 -0.4
H 0.3772 1.3774 1.9630 -0.5 -0.3 0.3
H -1.1291 0.2483 2.2053 -0.3 0.5 1.6
H 1.5880 -0.7257 2.1358 -1.6 -0.1 0.8
H 0.0226 -1.6812 1.9564 0.2 0.1 0.1
H 1.4938 -2.3616 0.4658 0.8 -0.4 -0.5
H 0.7720 -1.1098 -0.6519 0.8 -0.8 1.2
H 2.3911 -0.6002 0.0163 -2.6 -2.4 1.4
H 3.2802 -1.1097 -5.0161 2.1 -0.4 3.4
H -2.3165 -0.0859 -0.6346 -1.3 -1.1 0.2
H 3.7680 -1.1974 -4.2295 -2.1 0.4 -3.4
```
Positions in Å, forces in eV/Å.


(2)
ORCA calculation (ωB97M-V/def2-TZVPD) on C5H14N2 in the gas phase in a non-equilibrium geometry.

The energy above the lowest of the compared OMol25 structures with the same formula, charge and spin is 53.6 kcal/mol. The value obtained for the orbital gap is 9.356 eV. The max |F| comes out at 6.01 eV Å⁻¹. As for the molar mass: 102.2 g mol⁻¹. The value obtained for the total energy is -8390.2931 eV. Its structure (SMILES) is CNCC(C)(C)N.

XYZ file:
```
21
Properties=species:S:1:pos:R:3:forces:R:3
C 0.0580 -1.0839 -2.2984 -0.2 -0.1 -0.1
N 0.8502 -0.0606 -1.6418 -1.3 1.9 1.4
C -0.0526 0.8423 -0.4905 2.9 -3.2 -4.2
C 0.1354 0.1135 0.7901 -2.2 4.0 1.6
C -0.7616 -1.0907 1.0077 0.1 0.2 0.1
C -0.5565 1.5335 1.6860 0.4 -2.3 1.1
N 1.4595 -0.1052 1.2131 0.7 -0.1 0.6
H 0.5669 -1.4599 -3.1966 0.0 0.1 0.2
H -0.0823 -1.9405 -1.6293 -0.1 0.1 -0.2
H -0.9315 -0.7281 -2.6267 0.0 -0.1 0.1
H 1.1494 0.6146 -2.3473 -0.2 -0.1 0.2
H -1.0707 0.8390 -0.8710 -0.1 0.3 0.2
H 0.4465 1.8073 -0.5603 -0.2 -0.1 0.2
H -1.7937 -0.8630 0.7334 0.1 0.0 0.0
H -0.4209 -1.9319 0.4003 0.0 0.0 0.0
H -0.7443 -1.4086 2.0547 0.0 0.1 -0.1
H -1.6054 1.3054 1.8903 0.0 0.0 -0.1
H -0.5023 2.5644 1.3278 0.3 -0.4 -0.8
H -0.0463 1.5663 2.6522 0.0 -0.3 0.0
H 2.1268 0.5472 0.8140 -0.2 -0.3 0.0
H 1.7755 -1.0610 1.0924 -0.1 0.3 -0.2
```
Positions in Å, forces in eV/Å.


(3)
ORCA calculation (ωB97M-V/def2-TZVPD) on C5H14N2 in the gas phase in a non-equilibrium geometry.

The energy above the lowest of the compared OMol25 structures with the same formula, charge and spin is 48.4 kcal/mol. The value obtained for the orbital gap is 9.643 eV. The max |F| comes out at 3.92 eV Å⁻¹. As for the molar mass: 102.2 g mol⁻¹. The value obtained for the total energy is -8390.5212 eV. Its structure (SMILES) is CC(C)NCCN.

XYZ file:
```
21
Properties=species:S:1:pos:R:3:forces:R:3
C 0.1764 0.6949 1.9581 0.6 -3.3 -0.2
C -0.5255 -0.5339 1.1630 -0.3 2.4 -0.3
C -0.2582 -1.7947 1.8673 0.4 -3.9 0.2
N -0.0183 -0.5751 -0.2066 0.7 1.0 -0.8
C -0.8675 0.2051 -1.1533 3.3 0.7 1.0
C 0.0127 0.4739 -2.4179 -2.3 0.2 0.5
N 1.3009 0.9817 -2.0326 0.3 1.0 1.3
H -0.2250 0.8391 2.9362 -1.0 0.7 0.4
H 1.2497 0.5162 2.2244 -0.6 -0.3 -0.8
H 0.1249 1.4269 1.2239 -0.2 2.3 -0.5
H -1.5843 -0.2134 0.9644 0.5 -0.7 1.1
H -0.1171 -2.7789 1.2661 -1.2 1.8 0.1
H 0.7823 -1.7530 2.1265 0.6 0.3 1.0
H -0.8817 -2.1140 2.7356 0.5 0.8 -0.5
H 0.8814 -0.0471 -0.2510 -0.6 -1.0 0.1
H -1.7175 -0.3959 -1.4344 -0.7 0.5 0.2
H -0.9785 1.2713 -0.6900 -1.0 -1.6 -0.8
H -0.6438 1.2903 -2.8360 0.8 -1.0 -1.0
H 0.1045 -0.4886 -3.0150 -0.1 1.5 0.5
H 1.8917 1.0584 -2.8145 0.9 0.0 -1.1
H 1.2930 1.9369 -1.6142 -0.4 -1.1 -0.4
```
Positions in Å, forces in eV/Å.


(4)
ORCA calculation (ωB97M-V/def2-TZVPD) on C5H14N2 in the gas phase in a non-equilibrium geometry.

The energy above the lowest of the compared OMol25 structures with the same formula, charge and spin is 54.2 kcal/mol. The value obtained for the orbital gap is 10.111 eV. The max |F| comes out at 6.22 eV Å⁻¹. As for the molar mass: 102.2 g mol⁻¹. The value obtained for the total energy is -8390.2701 eV. Its structure (SMILES) is CC[C@@H](C)NCN.

XYZ file:
```
21
Properties=species:S:1:pos:R:3:forces:R:3
C -1.4503 2.2692 0.6019 0.0 -0.8 -4.0
C -0.2314 1.2434 0.5485 -1.3 0.6 1.2
C -0.4793 -0.1484 -0.1462 0.1 4.6 -4.2
C -1.0535 0.1562 -1.6345 -3.3 -1.9 0.0
N 0.6895 -0.8586 -0.4617 1.7 -2.0 0.5
C 1.2095 -1.6179 0.6476 1.2 0.4 3.0
N 2.4811 -2.3222 0.3349 -0.2 2.8 -1.7
H -2.0211 2.1226 -0.4336 1.4 0.9 1.8
H -1.0925 3.3590 0.6390 -0.9 -1.8 0.5
H -2.2609 1.9124 1.2164 0.1 0.5 1.1
H -0.0440 1.0489 1.5874 0.1 -0.5 0.9
H 0.6442 1.8311 0.3427 0.6 -0.2 -1.3
H -1.1569 -0.6244 0.4613 -1.9 -1.6 1.2
H -0.4257 0.7420 -2.2534 0.8 1.3 0.1
H -2.1572 0.5745 -1.6658 2.3 -0.7 0.2
H -1.1319 -0.7614 -2.3548 0.0 0.9 1.8
H 0.5105 -1.4540 -1.2511 0.1 -0.4 -0.2
H 0.6229 -2.3989 1.1941 -0.6 0.5 -0.9
H 1.3450 -0.7753 1.4389 0.0 -1.4 -0.8
H 3.0744 -1.4970 0.0975 0.0 -1.3 0.0
H 2.9275 -2.8011 1.0909 -0.2 -0.1 0.7
```
Positions in Å, forces in eV/Å.